1.
Below is 2 unconnected molecules or ions with the total composition C21H27N2O in a non-equilibrium geometry, with properties calculated with ωB97M-V with the def2-TZVPD basis set.

ΔE to the lowest compared entry with this formula, charge and spin = 45.6 kcal per mole
E_LUMO = -5.492 eV
HOMO = -0.3966 Ha
Charge = +1

Each atom is followed by the atoms it is bonded to, with distances in Å.
CARTESIAN COORDINATES (ANGSTROEM)
1 C -4.987 -2.962 2.258  C2 1.496, H15 1.094, H16 1.099, H17 1.096
2 C -3.617 -2.472 1.910  C1 1.496, C3 1.407, C14 1.402
3 C -3.444 -1.286 1.173  C2 1.407, C4 1.381, H18 1.093
4 C -2.181 -0.849 0.826  C3 1.381, C5 1.429, H19 1.094
5 C -1.010 -1.559 1.232  C4 1.429, C6 1.416, C13 1.435
6 C 0.268 -1.059 0.882  C5 1.416, C7 1.427, H20 1.091
7 C 1.497 -1.733 1.151  C6 1.427, C8 1.425, C12 1.427
8 C 2.628 -0.994 1.605  C7 1.425, C9 1.391, H21 1.095
9 C 3.763 -1.653 2.066  C8 1.391, C10 1.407, H22 1.094
10 C 3.840 -3.057 2.033  C9 1.407, C11 1.405, H23 1.093
11 C 2.758 -3.799 1.528  C10 1.405, C12 1.389, H24 1.092
12 C 1.615 -3.152 1.074  C7 1.427, C11 1.389, H25 1.092
13 C -1.206 -2.720 2.052  C5 1.435, C14 1.384, H26 1.092
14 C -2.482 -3.157 2.364  C2 1.402, C13 1.384, H27 1.094
15 H -4.988 -4.052 2.354  C1 1.094
16 H -5.323 -2.535 3.214  C1 1.099
17 H -5.714 -2.674 1.490  C1 1.096
18 H -4.330 -0.723 0.869  C3 1.093
19 H -2.042 0.066 0.243  C4 1.094
20 H 0.305 -0.008 0.589  C6 1.091
21 H 2.543 0.096 1.647  C8 1.095
22 H 4.601 -1.069 2.458  C9 1.094
23 H 4.732 -3.565 2.409  C10 1.093
24 H 2.812 -4.889 1.498  C11 1.092
25 H 0.779 -3.734 0.682  C12 1.092
26 H -0.344 -3.260 2.449  C13 1.092
27 H -2.621 -4.057 2.971  C14 1.094
28 C 0.304 4.443 0.740  N29 1.446, H38 1.089, H39 1.097, H40 1.096
29 N 0.748 3.732 -0.438  C28 1.446, C30 1.455, C31 1.355
30 C 1.726 4.442 -1.248  N29 1.455, H41 1.096, H42 1.102, H43 1.097
31 C 0.142 2.567 -0.774  N29 1.355, C32 1.538, O37 1.230
32 C 0.742 1.832 -1.983  C31 1.538, C33 1.553, N36 1.410, H44 1.109
33 C 0.425 2.478 -3.359  C32 1.553, C34 1.539, H45 1.100, H46 1.094
34 C -0.141 1.338 -4.223  C33 1.539, C35 1.547, H47 1.092, H48 1.094
35 C -0.059 0.054 -3.364  C34 1.547, N36 1.430, H49 1.101, H50 1.105
36 N 0.227 0.521 -2.043  C32 1.410, C35 1.430, H51 1.010
37 O -0.806 2.122 -0.128  C31 1.230
38 H -0.459 3.863 1.258  C28 1.089
39 H 1.163 4.609 1.401  C28 1.097
40 H -0.100 5.420 0.454  C28 1.096
41 H 2.322 3.756 -1.860  C30 1.096
42 H 1.238 5.174 -1.912  C30 1.102
43 H 2.397 4.984 -0.571  C30 1.097
44 H 1.837 1.836 -1.812  C32 1.109
45 H -0.302 3.299 -3.272  C33 1.100
46 H 1.353 2.868 -3.787  C33 1.094
47 H -1.184 1.554 -4.465  C34 1.092
48 H 0.429 1.225 -5.150  C34 1.094
49 H -1.003 -0.512 -3.417  C35 1.101
50 H 0.735 -0.603 -3.761  C35 1.105
51 H 0.417 -0.146 -1.309  N36 1.010

Here are the natural (NBO) charges for atoms 1 to 4, given in e: C -0.659; C 0.144; C -0.248; C -0.080

=====

2.
Below is C11H11BrN2O4 in the gas phase, with properties calculated with ωB97M-V with the def2-TZVPD basis set.

SMILES string = O=C(O)CCC(=O)NNC(=O)c1ccc(Br)cc1
ΔE to the lowest compared entry with this formula, charge and spin = 0.0 kcal per mole
E_LUMO = 0.321 eV
HOMO = -0.3480 Ha

Each atom is followed by the atoms it is bonded to, with distances in Å.
CARTESIAN COORDINATES (ANGSTROEM)
1 O 0.469 0.177 -3.589  C2 1.203
2 C -0.107 1.146 -3.171  O1 1.203, O3 1.331, C5 1.521
3 O -1.431 1.246 -3.268  C2 1.331, H4 0.966
4 H -1.790 1.987 -2.762  O3 0.966
5 C 0.604 2.351 -2.574  C2 1.521, H6 1.093, H7 1.095, C8 1.535
6 H 0.051 2.705 -1.700  C5 1.093
7 H 0.592 3.138 -3.334  C5 1.095
8 C 2.053 2.038 -2.174  C5 1.535, C9 1.516, H28 1.090, H29 1.089
9 C 1.995 1.227 -0.895  C8 1.516, O10 1.208, N11 1.374
10 O 2.081 1.699 0.214  C9 1.208
11 N 1.804 -0.118 -1.106  C9 1.374, N12 1.395, H27 1.019
12 N 1.160 -0.829 -0.093  N11 1.395, C13 1.371, H26 1.011
13 C -0.098 -0.411 0.255  N12 1.371, O14 1.215, C15 1.485
14 O -0.699 0.413 -0.405  C13 1.215
15 C -0.670 -1.075 1.454  C13 1.485, C16 1.393, C20 1.392
16 C -0.317 -2.367 1.837  C15 1.393, C17 1.382, H25 1.079
17 C -0.891 -2.941 2.956  C16 1.382, C18 1.386, H24 1.079
18 C -1.813 -2.216 3.694  C17 1.386, C19 1.385, Br23 1.902
19 C -2.184 -0.934 3.324  C18 1.385, C20 1.381, H22 1.079
20 C -1.614 -0.372 2.198  C15 1.392, C19 1.381, H21 1.079
21 H -1.889 0.622 1.882  C20 1.079
22 H -2.909 -0.387 3.906  C19 1.079
23 Br -2.591 -3.005 5.240  C18 1.902
24 H -0.627 -3.945 3.253  C17 1.079
25 H 0.382 -2.942 1.249  C16 1.079
26 H 1.765 -1.242 0.604  N12 1.011
27 H 1.537 -0.404 -2.047  N11 1.019
28 H 2.546 1.479 -2.969  C8 1.090
29 H 2.591 2.964 -1.979  C8 1.089

Here are the natural (NBO) charges for atoms 1 to 4, given in e: O -0.616; C 0.829; O -0.657; H 0.494